[1]
DFT (ωB97M-V/def2-TZVPD) results for 10 unconnected molecules or ions with the total composition C41H105N13O10 at a distorted geometry.

Computed properties:
Energy relative to the best compared isomer or geometry (same formula, charge and spin) = 7.2310 eV
SMILES = CC1(C)CCCC(C)(C)N1O.CC1(C)CCCC(C)(C)N1O.COC[C@H](C)N.COC[C@H](C)N.COC[C@H](C)N.COC[C@H](C)N.COC[C@H](C)N.NC(N)=O.NC(N)=O.NC(N)=O
LUMO energy = -0.015 eV

Last column: Löwdin charge in e.
Positions of all 169 atoms, in Å:
C -7.87151 -4.80806 0.64270  -0.022
C -7.63833 -3.27152 0.64995  -0.505
C -6.88658 -2.88085 -0.59721  -0.046
C -9.02785 -2.63854 0.72553  -0.124
C -9.79319 -2.70537 2.12964  -0.165
C -8.91201 -2.06083 3.16933  -0.160
C -7.43948 -2.61104 3.19013  -0.503
C -6.63204 -1.63142 4.05530  -0.033
C -7.65540 -3.92802 3.97402  -0.033
N -6.91045 -2.74029 1.84682  -0.121
O -5.63743 -3.25793 1.92687  -0.012
H -8.72533 -5.04692 1.27676  0.059
H -8.14381 -5.14616 -0.35712  0.084
H -7.01847 -5.33138 1.07463  0.084
H -6.68996 -1.83296 -0.82391  0.086
H -5.97980 -3.47787 -0.69432  0.086
H -7.46794 -3.17779 -1.47011  0.082
H -8.83931 -1.57213 0.60179  0.111
H -9.68097 -2.90653 -0.10496  0.117
H -10.77908 -2.24561 2.06066  0.104
H -10.15347 -3.72983 2.22333  0.094
H -9.43550 -2.22228 4.11168  0.110
H -8.93224 -0.97113 3.18508  0.114
H -6.96711 -1.64565 5.09242  0.087
H -6.55364 -0.63116 3.62934  0.089
H -5.64825 -2.07119 4.21917  0.073
H -6.60458 -4.20994 4.04030  0.078
H -8.25542 -4.68221 3.46480  0.072
H -8.11912 -3.79945 4.95204  0.084
H -5.21174 -2.42901 1.69604  0.109
C 6.36805 4.80480 -3.24932  -0.073
C 5.64731 3.59642 -3.69726  -0.493
C 4.98947 2.99429 -2.46805  -0.042
C 4.50539 4.13524 -4.62369  -0.146
C 3.84397 3.01289 -5.38764  -0.190
C 4.80791 2.10362 -6.20484  -0.118
C 5.92265 1.51396 -5.27924  -0.477
C 5.39087 0.33712 -4.42866  -0.021
C 6.97955 1.05698 -6.31876  -0.049
N 6.50585 2.61167 -4.46060  -0.143
O 7.62614 2.28996 -3.81491  -0.002
H 6.89985 5.42887 -3.96753  0.091
H 5.78612 5.49378 -2.63715  0.093
H 7.13873 4.48932 -2.54602  0.082
H 5.70109 2.43430 -1.86131  0.088
H 4.58323 3.68594 -1.73001  0.083
H 4.14081 2.35344 -2.70720  0.066
H 3.79713 4.83917 -4.18672  0.124
H 4.96481 4.74661 -5.40039  0.112
H 3.29811 2.39360 -4.67586  0.094
H 3.12657 3.48859 -6.05632  0.106
H 5.23389 2.68515 -7.02244  0.116
H 4.27017 1.21551 -6.53679  0.116
H 5.22992 -0.52604 -5.07453  0.082
H 4.43146 0.52667 -3.94731  0.067
H 6.13962 0.10778 -3.67044  0.085
H 6.52602 0.57431 -7.18446  0.078
H 7.66786 0.34163 -5.86865  0.077
H 7.55884 1.84251 -6.80400  0.084
H 8.18958 3.04595 -3.99550  0.109
C -2.09778 -1.58707 -6.54756  -0.075
O -2.09457 -2.81096 -7.32243  -0.193
C -2.29960 -3.95538 -6.50686  -0.230
C -2.20618 -5.28589 -7.30352  -0.433
C -3.27776 -5.31577 -8.41658  -0.062
N -2.13923 -6.60907 -6.66036  0.041
H -1.40359 -1.74816 -5.72279  0.085
H -3.10676 -1.46233 -6.15450  0.079
H -1.96349 -0.75445 -7.23808  0.088
H -1.54621 -3.99556 -5.72016  0.113
H -3.24691 -4.00090 -5.96962  0.118
H -1.25090 -5.18850 -7.81931  0.126
H -4.20843 -4.95554 -7.97820  0.073
H -3.43487 -6.30093 -8.85575  0.072
H -2.91973 -4.67778 -9.22460  0.073
H -3.03368 -6.77049 -6.21989  0.063
H -1.55620 -6.57539 -5.83632  0.062
C 5.21332 5.37888 7.78914  -0.096
O 4.32360 5.67773 6.70418  -0.214
C 3.48652 4.56723 6.37105  -0.206
C 2.52365 4.97870 5.22456  -0.385
C 1.86554 6.36991 5.45575  -0.060
N 1.41618 3.99017 5.15637  0.022
H 4.59638 4.93882 8.57260  0.081
H 5.66275 6.30363 8.15103  0.087
H 6.00677 4.68404 7.51394  0.083
H 4.11874 3.68644 6.25875  0.121
H 2.94505 4.36507 7.29520  0.112
H 3.11020 5.00341 4.30616  0.125
H 1.57574 6.42942 6.50484  0.078
H 0.91599 6.43169 4.92409  0.071
H 2.54339 7.20011 5.25730  0.076
H 0.58306 4.44163 5.50594  0.049
H 1.48627 3.24619 5.83584  0.059
C 9.78521 -2.50721 6.58838  -0.078
O 9.25158 -2.70345 5.21901  -0.200
C 7.98001 -2.04413 5.15781  -0.203
C 7.26016 -2.49513 3.82532  -0.425
C 7.96023 -2.26331 2.45511  -0.060
N 5.95728 -1.87570 3.71914  0.021
H 10.63938 -3.18433 6.58792  0.085
H 9.08050 -2.77527 7.37555  0.076
H 10.05508 -1.47030 6.78856  0.079
H 7.33000 -2.42039 5.94775  0.113
H 8.15109 -0.96786 5.17928  0.122
H 7.15776 -3.57873 3.88388  0.130
H 7.55849 -3.01446 1.77505  0.072
H 9.03666 -2.42726 2.50532  0.066
H 7.90118 -1.25164 2.05369  0.070
H 5.32624 -2.14414 4.46064  0.068
H 6.15630 -0.89273 3.83845  0.067
C 3.16822 -6.94434 1.44441  -0.122
O 2.79971 -7.38567 0.16841  -0.230
C 3.29806 -6.45596 -0.83362  -0.158
C 2.76009 -7.05648 -2.21572  -0.401
C 2.90627 -6.15553 -3.43766  -0.071
N 1.34334 -7.09833 -1.90867  0.020
H 2.57588 -6.07730 1.73679  0.087
H 4.23664 -6.72961 1.46581  0.085
H 2.92010 -7.66173 2.22665  0.088
H 2.85564 -5.47016 -0.69027  0.121
H 4.37533 -6.38188 -0.68491  0.115
H 3.25617 -8.01592 -2.36224  0.135
H 2.48771 -5.17218 -3.22335  0.074
H 2.44616 -6.58538 -4.32740  0.078
H 3.96560 -5.99316 -3.63652  0.072
H 1.00153 -6.15058 -1.83773  0.067
H 1.39883 -7.32558 -0.92613  0.042
C -6.05857 7.02303 -3.61870  -0.089
O -4.99998 7.72808 -2.89452  -0.179
C -3.86269 6.89912 -2.69628  -0.230
C -2.67421 7.64989 -2.17661  -0.394
C -1.58681 6.72457 -1.40569  -0.053
N -3.00873 8.64743 -1.12594  0.018
H -5.85459 7.00563 -4.68929  0.086
H -7.06898 7.42394 -3.53845  0.078
H -6.34208 6.03053 -3.26847  0.082
H -3.96818 6.05057 -2.02032  0.120
H -3.67230 6.39676 -3.64470  0.124
H -2.16287 8.22668 -2.94729  0.125
H -2.09609 6.24521 -0.56966  0.065
H -0.72114 7.24766 -0.99936  0.064
H -1.18743 5.97981 -2.09412  0.063
H -3.77737 9.13343 -1.56537  0.052
H -2.23029 9.29062 -1.10514  0.068
N -6.04192 5.85167 1.93968  0.173
C -7.30991 5.69817 1.88100  -0.906
N -7.80169 6.19718 0.84355  0.173
O -7.95192 5.03965 2.63142  0.065
H -5.67926 6.65901 1.45306  0.115
H -5.64773 5.48900 2.79594  0.125
H -8.80825 6.17845 0.92472  0.134
H -7.24297 6.52396 0.06822  0.121
N -0.74718 -3.38481 7.47989  0.153
C -0.24456 -2.59994 6.57152  -0.753
N -0.51411 -3.14410 5.40901  0.143
O 0.34473 -1.52383 6.77639  0.001
H -1.15650 -4.19541 7.03774  0.106
H -0.59628 -3.20470 8.46218  0.127
H -0.31976 -2.71122 4.51741  0.118
H -0.79344 -4.10948 5.30837  0.105
N 0.21548 0.07367 1.06736  0.167
C -0.86240 -0.36743 0.49882  -0.828
N -1.91381 0.33166 0.75963  0.166
O -0.86320 -1.28412 -0.28222  0.034
H 0.13473 0.93934 1.58137  0.106
H 1.08571 -0.43334 1.14308  0.124
H -2.84130 0.14880 0.40402  0.123
H -1.80275 1.14085 1.35374  0.108

Atoms 1-3, force components in eV/Å:
C 0.129 0.357 0.663
C -1.161 -0.568 1.622
C 0.011 -0.422 -1.173



[2]
DFT (ωB97M-V/def2-TZVPD) results for C8H9NOS in the gas phase at a distorted geometry.

Computed properties:
Energy relative to the best compared isomer or geometry (same formula, charge and spin) = 3.0402 eV
SMILES = OC[C@@H]1NSc2ccccc21
LUMO energy = 0.597 eV

Last column: Löwdin charge in e.
Positions of all 20 atoms, in Å:
O -0.39073 -1.87140 -2.58259  -0.069
C -0.56149 -0.57899 -2.03613  -0.260
C 0.48963 -0.08613 -1.12106  -0.140
N 1.52824 -1.57388 -0.85336  -0.315
S 2.21323 -1.27507 0.69187  0.910
C 1.02992 -0.12089 1.27685  -0.521
C 0.99935 0.28027 2.56031  -0.121
C 0.08962 1.20992 2.98344  -0.061
C -0.81716 1.64175 2.02835  -0.096
C -0.70959 1.34517 0.67936  -0.024
C 0.28402 0.43858 0.26654  -0.229
H 0.38276 -1.83010 -3.12144  0.072
H -0.74450 0.12461 -2.94413  0.151
H -1.50591 -0.74102 -1.43537  0.143
H 1.29118 0.45269 -1.66027  0.140
H 1.03638 -2.40256 -0.69823  -0.013
H 1.54010 -0.36281 3.25377  0.115
H -0.23810 1.37057 3.96995  0.097
H -1.56726 2.32423 2.20940  0.075
H -1.38395 1.82543 -0.11696  0.144

Atoms 1-3, force components in eV/Å:
O -0.247 0.039 0.392
C -3.343 0.170 -0.989
C 4.332 -2.846 0.481



[3]
DFT (ωB97M-V/def2-TZVPD) results for 2 unconnected molecules or ions with the total composition CH5PS4 at a distorted geometry.

Computed properties:
Energy relative to the best compared isomer or geometry (same formula, charge and spin) = 1.7610 eV
LUMO energy (spin up / spin down) = -2.775 / -2.771 eV

Last column: Löwdin charge in e.
Positions of all 11 atoms, in Å:
C 1.22359 -2.04660 -0.37200  -0.528
P -0.33811 1.09444 -0.09232  -0.316
S 0.48254 1.13653 -1.90801  0.136
S -2.48997 1.06057 -0.14929  0.307
S 0.26429 2.81623 0.90304  0.327
S 0.22734 -1.75764 1.14317  0.460
H 1.34083 -0.97683 -0.75906  -0.059
H 0.66252 -2.51291 -1.04966  -0.038
H 2.03316 -2.62313 -0.04059  -0.002
H -2.51284 0.32972 1.05513  -0.144
H -0.89332 3.47962 1.26959  -0.145

Atoms 1-3, force components in eV/Å:
C -0.394 3.606 2.804
P -0.532 -1.130 -1.298
S -0.552 -0.511 1.652



[4]
DFT (ωB97M-V/def2-TZVPD) results for 3 unconnected molecules or ions with the total composition C4H17N2O2 at a distorted geometry.

Computed properties:
Energy relative to the best compared isomer or geometry (same formula, charge and spin) = 1.3167 eV
Charge = +1
LUMO energy = -2.911 eV

Last column: Löwdin charge in e.
Positions of all 25 atoms, in Å:
N 1.51268 -0.69077 -0.70859  0.199
C 0.64152 0.50684 -1.09135  -0.123
C 0.45092 1.43605 0.09923  -0.199
N -0.31051 0.72043 1.11897  -0.285
C -1.69038 1.21679 1.21882  -0.087
C 0.31641 0.75703 2.46680  -0.066
H 2.26220 -0.32146 -0.12049  0.160
H 1.97664 -1.14788 -1.48320  0.163
H 1.00423 -1.30753 -0.05096  0.099
H -0.26618 0.11007 -1.52272  0.095
H 1.20342 0.98460 -1.89706  0.133
H -0.05558 2.29887 -0.36102  0.132
H 1.34094 1.89480 0.52889  0.125
H -1.71259 2.30808 1.34169  0.095
H -2.17993 0.77792 2.08639  0.091
H -2.24901 0.98976 0.31011  0.087
H 0.02205 -0.15559 2.98530  0.084
H -0.07265 1.58235 3.06404  0.088
H 1.39301 0.84416 2.34577  0.080
H -0.67600 -1.89860 -3.37541  0.041
H -1.05677 -0.66140 -4.21933  0.068
O -0.55512 -0.95483 -3.44048  -0.050
H -0.71385 -3.12036 0.90506  0.075
H -0.96425 -1.66309 0.89732  0.044
O -0.22704 -2.28554 0.88936  -0.049

Atoms 1-3, force components in eV/Å:
N 0.138 1.162 1.295
C 1.528 0.034 -0.319
C -0.785 -0.193 -0.648